[1]
7 unconnected molecules or ions with the total composition C31H72F12N5O3P2 in a non-equilibrium geometry, computed with the ωB97M-V functional and the def2-TZVPD basis.

Calculated values
Max |F| ... 2.4 eV/Å
Energy relative to the best compared isomer or geometry (same formula, charge and spin) ... 0.000 eV
Calculated total energy ... -3604.52774 Eh
LUMO level ... -7.2 eV
Spin multiplicity ... 1
Charge ... +3

Last column: Mulliken charge in e.
Positions of all 125 atoms, in Å:
P -2.44641 -3.08374 -1.35798  1.363
P 0.90545 6.05908 3.14023  1.337
F -2.95063 -2.21263 -0.07995  -0.447
F 2.24096 6.93434 2.92816  -0.378
F -3.34165 -4.31063 -0.92433  -0.420
F 0.16632 7.32379 3.72544  -0.331
F 1.72542 4.79810 2.42345  -0.457
F 0.39906 6.48725 1.61556  -0.476
F -1.17183 -3.57335 -0.52706  -0.325
F -3.72121 -2.49997 -2.24006  -0.427
F -0.38715 5.09489 3.23748  -0.342
F -1.90750 -3.91142 -2.65851  -0.300
F -1.63380 -1.76790 -1.92079  -0.497
F 1.45044 5.65255 4.58705  -0.339
O 2.93548 0.65924 4.60908  -0.270
O -3.91010 1.27088 0.10463  -0.443
O -0.43960 2.60447 -0.26650  -0.343
N 1.01996 4.38066 -0.20403  0.183
N 1.10537 -3.38420 -5.07639  0.768
N -0.65669 0.57115 3.29565  1.535
N -5.88720 0.51866 -0.80810  -0.005
N 4.71998 2.12324 4.29188  -0.111
C -4.45250 1.36096 3.59837  -1.346
C 4.97699 -0.41881 4.02326  -1.375
C -2.13156 0.61445 2.94626  -0.776
C 0.52113 -2.49512 1.25053  -0.355
C 0.57619 -2.22154 -4.26749  -0.960
C -2.96291 1.46750 3.89002  -0.300
C 1.06946 0.02567 -3.18653  0.117
C 0.05406 -0.23993 2.23292  -0.486
C -0.27763 -4.28031 -6.91007  -0.594
C 1.47226 4.57044 -1.61285  -0.709
C 1.64539 -1.21266 -3.91421  -0.669
C -0.07414 2.44560 4.72894  -0.160
C -1.47385 4.76561 -0.09707  -1.167
C 4.08071 0.72627 4.32653  0.524
C 2.18525 -4.15076 -4.39100  -1.210
C 0.05344 0.77128 -4.05012  -1.351
C -3.77573 0.73514 -2.21970  -0.566
C 1.10500 -3.90212 -7.44571  -0.716
C -5.84106 -0.84886 -0.20234  -0.507
C -0.06694 -4.32676 -5.40015  -0.437
C 1.88064 -4.50127 -2.94303  0.440
C -4.42307 0.91512 -0.90030  0.173
C 1.76726 -2.90160 2.04039  -1.374
C -0.47536 -1.65521 2.07382  0.199
C 1.58435 -2.88810 -6.42417  -0.734
C -0.35775 3.78403 -0.16893  0.510
C 2.93899 -5.45568 -2.39364  -1.529
C 4.02142 3.16021 5.11151  -0.641
C 0.02108 1.91695 3.31382  -0.669
C -0.39103 -0.00104 4.67171  -0.721
C -0.13753 1.19198 5.59759  -1.410
H 2.75804 -5.66107 -1.34150  0.386
H -0.21948 -1.75459 -4.84309  0.690
H 3.09238 -3.54030 -4.39921  0.532
H 0.68605 3.13993 5.07735  0.422
H -2.39611 4.19742 -0.16832  0.257
H -2.20129 1.03747 1.94187  0.150
H -1.03736 -3.53196 -7.12537  0.335
H 3.01402 3.25988 4.71990  0.135
H 0.09129 -2.72064 -3.42910  -0.018
H -4.21591 -0.02225 -2.86110  0.426
H 0.83923 -1.86916 0.40225  -0.219
H -2.67483 1.26273 4.92087  0.344
H -2.71190 2.51380 3.69479  0.059
H 1.77832 -3.60028 -2.33807  -0.080
H 0.92634 5.37500 -2.09304  0.340
H -4.64420 1.78555 2.60919  0.196
H 2.90404 -6.39909 -2.93770  0.380
H -0.13001 0.25279 1.27838  0.226
H 4.50166 -1.34019 4.34025  0.323
H 2.17636 -0.86991 -4.80752  0.422
H 1.05338 -1.96510 -6.65186  0.395
H 1.03877 5.22087 0.40387  0.258
H 2.54218 4.75509 -1.64319  0.386
H 4.58437 4.08626 5.05921  0.378
H 2.41748 -1.67261 -3.29357  0.342
H 0.01346 -3.32192 0.75742  0.685
H 0.66596 -0.29317 -2.22404  -0.257
H -0.87607 1.28492 6.39272  0.547
H 4.78513 2.41204 3.30674  0.386
H -2.71174 0.54619 -2.07805  -0.185
H 1.79532 -4.72731 -7.61117  0.389
H -3.74456 1.74290 -2.65942  0.456
H 0.57187 1.03680 -4.97199  0.377
H -0.84375 0.17336 -4.20848  0.353
H -0.32888 1.68947 -3.59695  0.340
H 5.19907 -0.39440 2.95056  0.365
H -4.81519 0.33236 3.52317  0.334
H -0.74866 -2.16338 3.00083  0.531
H 5.95350 -0.38766 4.51646  0.522
H 2.34594 -2.01825 2.32300  0.154
H -1.42064 5.27535 0.87117  0.295
H 2.35426 -3.64213 1.50402  0.470
H -6.25811 0.57570 -1.76119  0.427
H -0.56439 -5.26894 -7.25736  0.363
H 1.46923 -3.34284 2.99699  0.309
H 5.71065 1.93989 4.50304  0.437
H -5.06829 -1.42608 -0.70097  0.165
H 1.66669 3.73505 0.25377  0.352
H -1.18491 -0.66934 4.99624  0.413
H -6.39795 1.18499 -0.22355  0.395
H -0.91441 -4.07841 -4.76699  0.190
H -5.04681 1.90034 4.32972  0.453
H 0.90655 -5.00334 -2.90545  0.246
H 1.09838 -0.23273 2.52928  0.106
H 1.30445 3.62877 -2.13260  0.234
H -1.37453 -1.68010 1.44994  -0.328
H 1.05873 1.73576 3.01606  0.400
H -0.27952 2.57681 2.50075  -0.245
H 2.39328 -5.01653 -5.01783  0.562
H 1.96010 0.64621 -3.05445  0.416
H -5.58956 -0.72775 0.84494  0.176
H 0.77686 0.94226 6.13846  0.230
H 3.96488 2.82198 6.14241  0.326
H -6.79982 -1.33751 -0.34843  0.393
H -2.40133 -0.43685 2.88876  0.729
H 0.26219 -5.32264 -5.10721  0.423
H 0.94636 -3.44332 -8.42262  0.395
H -1.00875 2.98040 4.87501  0.399
H 3.93996 -5.03285 -2.50200  0.379
H 0.49942 -0.61759 4.56600  0.580
H 2.65518 -2.71231 -6.42375  0.313
H -1.41956 5.51022 -0.89157  0.460

---

[2]
A molecular structure, C55H48AsN3O2PRe in a non-equilibrium geometry, computed with the ωB97M-V functional and the def2-TZVPD basis.

Calculated values
Max |F| ... 1.4 eV/Å
Energy relative to the best compared isomer or geometry (same formula, charge and spin) ... 1.709 eV
<S²> ... 0.76
Calculated total energy ... -5094.64594 Eh
LUMO level (alpha / beta) ... -2.9 / -3.2 eV
Spin multiplicity ... 2
Charge ... +1

Last column: Mulliken charge in e.
Positions of all 111 atoms, in Å:
Re 0.22766 0.49614 -0.08422  1.961
As 1.37909 -4.49956 3.75456  0.096
P 0.60024 -0.26424 2.17998  0.493
O 1.51780 1.67582 -1.03242  0.353
O -0.77394 -1.27880 -0.01606  -0.200
N 0.00454 2.50305 0.89867  -0.251
N 1.07696 -0.62734 -1.30519  0.560
N -1.93618 1.04323 0.19122  0.072
C 4.30734 1.86888 3.93067  -0.795
C -3.87941 -1.23625 -1.91594  -0.705
C 1.95548 2.90161 -1.19157  0.316
C -2.00553 0.12940 5.38545  -1.100
C -0.81950 -0.32540 3.32992  0.342
C 1.37140 -0.89132 -3.64948  0.396
C -1.60145 -4.54611 3.53966  0.091
C 2.17849 5.18531 -0.39002  -0.722
C 3.27966 4.49362 -2.40058  -0.515
C 0.88260 -4.42978 5.63897  0.148
C -2.67088 -3.24949 -2.37142  -0.980
C -1.92464 -1.05366 2.87780  -0.693
C 1.11085 -2.01204 2.12952  0.728
C 2.33187 -0.65210 -4.62833  -0.302
C 0.17862 -4.37872 8.34400  -0.559
C -0.28011 -5.39918 7.52237  -0.549
C 0.59568 -0.30661 -6.25528  -0.500
C -1.64488 -2.85356 -1.53828  -0.058
C -2.74785 -5.14116 1.50542  -0.639
C 0.01921 -0.83120 -3.98242  0.279
C 0.64911 3.60850 0.72335  -0.124
C 4.89849 -2.20477 -0.41484  -0.728
C 1.56643 -2.53467 3.48721  -0.873
C -1.71681 -1.62391 -0.87461  -0.466
C 3.03787 -1.83273 -1.90151  0.266
C -3.05633 -1.17549 3.66917  -0.909
C 1.63891 3.89224 -0.26195  0.659
C 4.60631 -3.60202 -2.35151  -0.933
C 1.78850 -1.09545 -2.23175  -0.350
C -0.34560 -5.11966 1.57778  -0.449
C -1.14681 2.60649 1.79569  -0.108
C 1.02306 -3.40893 7.82530  -0.583
C 4.01728 1.92070 2.57671  -1.435
C 3.76192 -1.49468 -0.75877  0.125
C -2.91369 0.44028 -0.37979  -0.431
C -0.37051 -4.72668 2.91611  0.101
C 2.32557 0.55384 4.29630  -0.727
C -3.80246 -2.44777 -2.56489  -0.989
C 5.31982 -3.26327 -1.21176  -0.561
C 2.77420 3.21933 -2.28508  -1.167
C 3.46922 -2.88716 -2.70150  -0.342
C -0.88172 0.28058 4.58465  -0.042
C -2.83385 -0.80995 -1.08551  0.513
C 1.94141 -0.35219 -5.92687  -0.974
C 1.37768 -3.43813 6.48261  -0.224
C -2.30622 2.28210 0.89557  -1.328
C -2.78235 -4.76921 2.84138  -0.707
C -0.36621 -0.54976 -5.28100  -1.071
C 2.87809 1.29928 2.08403  -0.502
C -3.09462 -0.59893 4.93046  -0.943
C 2.99885 5.48741 -1.44660  -0.880
C 3.46211 1.17746 4.78720  -1.010
C 0.07858 -5.43007 6.18236  -0.322
C 2.00640 0.61743 2.93570  1.537
C -1.52457 -5.31042 0.87181  -0.487
H -3.73340 -4.65677 3.34801  0.458
H -3.23249 2.16270 1.45926  0.624
H -1.64866 -4.22827 4.57368  0.439
H 1.90520 -2.08425 1.38142  0.304
H -4.74273 -0.59350 -2.04920  0.485
H 0.29373 -0.07892 -7.26935  0.426
H 6.20535 -3.82391 -0.94225  0.414
H -0.10809 -4.34981 9.38716  0.391
H 3.69445 1.10846 5.84215  0.486
H 2.99042 2.44721 -3.01236  0.542
H 4.67673 2.44284 1.89507  0.574
H -2.02919 0.59131 6.36391  0.501
H -0.76679 -3.46639 -1.38291  0.850
H 0.99719 -2.07177 4.29515  0.238
H -0.27255 -6.24391 5.55854  0.441
H 3.42964 -0.65443 -0.15881  0.420
H 4.93598 -4.42353 -2.97362  0.436
H -4.60029 -2.77521 -3.21641  0.452
H 1.92723 5.93731 0.34963  0.436
H -1.41752 -0.51481 -5.53612  0.457
H 5.46043 -1.93413 0.46973  0.462
H 3.90911 4.73604 -3.24779  0.444
H 1.41560 -2.63092 8.46816  0.407
H 3.38342 -0.67227 -4.37145  0.579
H 2.90303 -3.16692 -3.58049  0.574
H -2.44453 3.08046 0.16172  0.405
H 2.06766 -2.69044 6.10844  0.424
H 2.61782 -2.29515 3.64687  0.801
H -1.24037 3.59600 2.24453  0.779
H -1.07603 1.87923 2.59513  -0.382
H 0.60555 -5.29725 1.08625  0.372
H 1.70734 -0.00290 4.98519  0.259
H -0.91504 -6.17772 7.92588  0.399
H 5.19330 2.35524 4.31755  0.413
H -3.66959 -5.30906 0.96246  0.434
H -0.07797 0.91069 4.93679  0.646
H -0.72409 -1.01423 -3.21589  0.441
H -1.48862 -5.60898 -0.16774  0.444
H -1.89423 -1.52545 1.90438  0.028
H 0.24828 -2.54974 1.73582  -0.658
H -3.90626 -1.73449 3.29802  0.581
H -3.90071 0.90257 -0.32001  0.517
H 2.69224 -0.15667 -6.68121  0.425
H -2.60096 -4.20335 -2.88028  0.537
H 2.67288 1.34875 1.02341  0.293
H -3.96964 -0.71460 5.55684  0.427
H 3.41736 6.47811 -1.55335  0.422
H 0.35572 4.45367 1.34679  0.350

---

[3]
A gas-phase ion, C5H13NOS (charge +1) in a non-equilibrium geometry, computed with the ωB97M-V functional and the def2-TZVPD basis.

Calculated values
Max |F| ... 1.2 eV/Å
Energy relative to the best compared isomer or geometry (same formula, charge and spin) ... 0.923 eV
<S²> ... 0.76
Calculated total energy ... -726.15758 Eh
LUMO level (alpha / beta) ... -3.1 / -6.9 eV
Spin multiplicity ... 2
Charge ... +1

Last column: natural (NBO) charge in e.
Positions of all 21 atoms, in Å:
S 0.33905 -2.16005 -1.47092  0.303
O 1.32920 3.09573 0.67880  -0.684
N 0.65762 -0.56861 0.49272  -0.385
C 1.37031 0.65373 0.82519  -0.275
C -1.18069 -1.19455 -1.56722  -0.534
C 0.70067 1.91146 0.29811  -0.061
C -1.78548 -0.93311 -0.18411  -0.418
C -0.71654 -0.69694 0.92881  -0.266
H -0.99864 0.17585 1.50056  0.237
H -0.79808 -1.55660 1.56431  0.232
H -0.98337 -0.25778 -2.08159  0.247
H 1.07255 -1.60934 -2.45179  0.170
H 1.18930 -1.40490 0.67792  0.414
H 2.25103 2.95155 0.92887  0.478
H -2.51817 -1.68113 0.10526  0.246
H -2.30637 0.01336 -0.32391  0.240
H 1.50297 0.74014 1.91287  0.229
H -0.33412 1.92425 0.65464  0.172
H 0.64282 1.86886 -0.77325  0.166
H -1.82793 -1.79991 -2.17857  0.264
H 2.39387 0.52799 0.46328  0.223